The molecule C19H19N3O5S3 in a non-equilibrium geometry. Source: the OMol25 dataset; level of theory: the ωB97M-V functional and the def2-TZVPD basis.

Element x y z (Å)
C -0.0717 3.4483 3.5268
O 0.9068 2.8034 2.8071
C 1.4644 3.3687 1.8704
O 1.7740 4.5092 1.8309
C 1.8082 2.5472 0.7444
S 2.2424 3.2332 -0.8294
C 2.3491 1.7037 -1.5388
S 2.7541 1.5936 -3.2466
C 1.3855 2.7455 -3.9160
C 2.1524 0.6542 -0.7336
S 2.4753 -1.0193 -1.2578
O 2.9073 -1.8042 -0.0758
O 3.5570 -1.1659 -2.3101
C 0.9727 -1.7723 -1.8076
C 1.2828 -2.8920 -2.8110
C -0.0189 -0.8337 -2.3410
C 1.8547 1.1867 0.6678
N 1.6614 0.3919 1.7566
N 0.7698 -0.6626 1.7460
C -0.0530 -0.8617 2.7561
C 0.0585 -0.1822 3.9905
N 0.0897 0.4830 4.9319
C -1.1716 -1.8664 2.7151
O -1.1415 -2.8523 3.4777
C -2.2663 -1.7938 1.5871
C -2.2753 -0.8184 0.5627
C -3.3099 -0.7430 -0.3459
C -4.2875 -1.7785 -0.4433
C -4.2211 -2.7726 0.4268
C -3.2704 -2.8249 1.4934
H -0.4594 2.7565 4.2561
H -0.8799 3.7364 2.8947
H 0.3829 4.3234 4.0265
H 1.2513 2.7683 -4.9712
H 1.4695 3.7129 -3.5346
H 0.4409 2.3277 -3.5747
H 0.4615 -2.3563 -0.9860
H 1.6094 -2.5451 -3.7272
H 2.0930 -3.5438 -2.3630
H 0.4135 -3.4887 -3.0820
H -0.4223 -0.1761 -1.5573
H -0.8158 -1.2572 -2.9918
H 0.5596 -0.0747 -2.9834
H 1.8170 0.8003 2.6102
H -1.5209 -0.0462 0.5445
H -3.4732 0.0846 -1.0270
H -5.1226 -1.7232 -1.1942
H -4.9087 -3.6259 0.2241
H -3.2751 -3.6980 2.2017

Properties
Structure (SMILES): COC(=O)c1sc(SC)c(S(=O)(=O)C(C)C)c1N/N=C(\C#N)C(=O)c1ccccc1
Spin multiplicity: 1
LUMO level, eV: -1.243
Net charge: 0
Relative energy (zero: lowest compared OMol25 entry of this formula, charge and spin), eV: 7.4895
Kohn-Sham gap, eV: 7.817
HOMO level, eV: -9.06
Strongest force on any atom, Eh/bohr: 0.1213